[1]
# C32H63Br2ClN2O8P2S

3 unconnected molecules or ions with the total composition C32H63Br2ClN2O8P2S in a non-equilibrium geometry (ωB97M-V with the def2-TZVPD basis set, OMol25).

Output
2S+1: 3
HOMO energy (spin up / spin down) (eV): -8.8777 / -8.9325
LUMO energy (spin up / spin down) (eV): -0.417 / -0.417
Expectation value of S²: 2.010
M (g mol⁻¹): 893.14
HOMO-LUMO gap (spin up / spin down) (eV): 8.460 / 8.515

Last column: Löwdin spin population.
Geometry (Å):
1 C 5.335 4.070 0.364  0.000
2 C 6.362 3.308 -0.659  0.000
3 C 5.680 3.466 -2.178  0.000
4 C 6.543 1.701 -0.417  0.000
5 C 6.649 1.219 1.140  0.000
6 C 8.227 1.006 1.651  0.000
7 C 5.879 -0.249 1.253  0.000
8 O 4.542 -0.160 1.893  0.000
9 C 3.472 -0.249 0.843  0.000
10 C 3.110 -1.776 0.429  0.000
11 P 3.644 -3.026 1.826  0.000
12 O 3.428 -4.516 1.252  0.000
13 C 1.550 -2.054 -0.031  0.000
14 C 1.344 -2.515 -1.578  0.000
15 Br 2.454 -4.166 -2.032  0.000
16 C 1.584 -1.441 -2.756  0.000
17 C 2.459 -0.110 -2.423  0.000
18 Br -0.160 -0.906 -3.678  0.000
19 S 0.325 -0.752 0.589  0.000
20 O -0.246 0.174 -0.499  0.000
21 O -0.914 -1.515 1.202  0.000
22 O 1.082 0.026 1.902  0.000
23 C 2.243 0.707 1.316  0.000
24 P 2.953 1.829 2.742  0.000
25 O 2.494 3.471 2.381  0.000
26 Cl 2.073 1.335 4.617  0.000
27 H 6.009 4.704 1.118  0.000
28 H 4.636 4.878 -0.160  0.000
29 H 4.730 3.307 1.012  0.000
30 H 7.416 3.837 -0.746  0.000
31 H 4.583 3.012 -2.055  0.000
32 H 5.523 4.587 -2.491  0.000
33 H 6.209 2.801 -2.985  0.000
34 H 7.578 1.401 -0.931  0.000
35 H 5.715 1.156 -1.056  0.000
36 H 6.134 1.912 1.928  0.000
37 H 8.791 0.190 1.022  0.000
38 H 8.822 2.034 1.694  0.000
39 H 8.228 0.610 2.777  0.000
40 H 5.873 -0.744 0.192  0.000
41 H 6.574 -0.936 1.933  0.000
42 H 3.963 0.271 -0.113  0.000
43 H 3.810 -2.063 -0.494  0.000
44 H 2.725 -2.840 2.924  0.000
45 H 5.029 -2.858 2.193  0.000
46 H 1.249 -3.022 0.609  0.000
47 H 0.218 -2.900 -1.669  0.000
48 H 2.177 -2.008 -3.625  0.000
49 H 3.574 -0.479 -2.206  0.000
50 H 2.138 0.505 -1.485  0.000
51 H 2.549 0.543 -3.413  0.000
52 H 1.891 1.442 0.476  0.000
53 H 2.318 3.596 1.400  0.000
54 C -4.495 6.324 0.637  0.001
55 C -3.203 5.922 -0.135  0.022
56 C -3.551 5.303 -1.516  0.013
57 C -4.061 3.871 -1.440  0.001
58 C -3.077 2.995 -0.673  0.012
59 C -2.752 3.554 0.737  0.022
60 N -2.362 5.012 0.718  0.309
61 O -1.043 5.083 0.232  0.615
62 C -3.986 3.326 1.652  0.001
63 C -1.654 2.652 1.390  -0.001
64 C -2.525 7.309 -0.422  -0.001
65 H -4.370 7.276 1.168  0.000
66 H -5.347 6.440 -0.042  0.000
67 H -4.798 5.626 1.411  0.000
68 H -2.661 5.311 -2.160  0.002
69 H -4.296 5.921 -2.033  0.001
70 H -5.053 3.848 -0.976  0.000
71 H -4.187 3.475 -2.455  0.001
72 H -3.491 1.981 -0.594  0.001
73 H -2.156 2.900 -1.263  0.002
74 H -3.865 3.837 2.615  0.001
75 H -4.126 2.260 1.873  0.000
76 H -4.927 3.645 1.200  0.000
77 H -0.742 2.589 0.786  -0.001
78 H -2.009 1.621 1.510  0.000
79 H -1.383 3.022 2.386  0.000
80 H -2.202 7.795 0.506  0.000
81 H -3.230 7.986 -0.921  0.000
82 H -1.654 7.228 -1.083  -0.001
83 C -3.687 -5.513 1.879  0.001
84 C -3.053 -5.063 0.530  0.022
85 C -3.606 -3.681 0.089  0.013
86 C -5.014 -3.733 -0.484  0.001
87 C -5.089 -4.746 -1.621  0.012
88 C -4.598 -6.156 -1.199  0.022
89 N -3.256 -6.131 -0.510  0.305
90 O -2.281 -5.937 -1.506  0.620
91 C -5.676 -6.797 -0.282  0.001
92 C -4.604 -7.084 -2.458  -0.001
93 C -1.545 -4.843 0.911  -0.001
94 H -2.950 -5.998 2.532  0.000
95 H -4.098 -4.661 2.432  0.000
96 H -4.482 -6.246 1.787  0.000
97 H -2.946 -3.244 -0.673  0.002
98 H -3.590 -2.978 0.933  0.001
99 H -5.734 -3.974 0.305  0.000
100 H -5.291 -2.742 -0.862  0.001
101 H -6.123 -4.797 -1.985  0.001
102 H -4.490 -4.375 -2.464  0.002
103 H -5.312 -7.730 0.165  0.001
104 H -6.582 -7.048 -0.849  0.000
105 H -6.017 -6.134 0.515  0.000
106 H -3.987 -6.695 -3.275  -0.001
107 H -5.617 -7.188 -2.866  0.000
108 H -4.249 -8.090 -2.206  0.000
109 H -1.062 -5.787 1.190  0.000
110 H -1.460 -4.164 1.769  0.000
111 H -0.963 -4.391 0.100  -0.001

=====

[2]
# C4H8N2

C4H8N2 in the gas phase in a non-equilibrium geometry (ωB97M-V with the def2-TZVPD basis set, OMol25).

Output
Structure (SMILES): C1NC[C@H]2N[C@@H]12
HOMO energy (eV): -8.5948
LUMO energy (eV): 0.942
ΔE to the lowest compared entry with this formula, charge and spin (kcal per mole): 101.3
M (g mol⁻¹): 84.12
HOMO-LUMO gap (eV): 9.537

Last column: natural (NBO) charge in e.
Geometry (Å):
1 C -1.229 -0.087 -0.364  -0.243
2 C 0.955 -0.857 0.180  -0.240
3 C 1.188 0.569 -0.297  -0.132
4 C -0.170 1.071 -0.762  -0.094
5 H -2.163 0.291 0.400  0.194
6 H -1.839 -0.766 -1.246  0.187
7 H -0.623 -1.269 1.491  0.381
8 H 1.288 -1.536 -0.552  0.188
9 H 1.257 -1.217 1.196  0.191
10 H 2.358 0.736 -0.436  0.247
11 H -0.338 0.946 1.106  0.348
12 H -0.482 1.583 -1.594  0.211
13 N -0.560 -1.026 0.358  -0.669
14 N 0.359 1.562 0.520  -0.570

=====

[3]
# C25H45BIrN9S

A molecular structure, C25H45BIrN9S in a non-equilibrium geometry (ωB97M-V with the def2-TZVPD basis set, OMol25).

Output
2S+1: 2
HOMO energy (spin up / spin down) (eV): -9.4740 / -9.2233
LUMO energy (spin up / spin down) (eV): -2.560 / -2.324
Total charge: +1
Expectation value of S²: 0.997
M (g mol⁻¹): 706.79
HOMO-LUMO gap (spin up / spin down) (eV): 6.914 / 6.899

Last column: Löwdin spin population.
Geometry (Å):
1 Ir 0.403 0.876 0.155  0.902
2 C 2.579 3.502 0.872  0.004
3 C 3.028 2.323 1.747  0.006
4 N 1.899 1.463 2.101  0.054
5 C 1.165 1.876 3.296  0.003
6 C 0.185 3.030 3.102  0.003
7 S -0.875 2.910 1.607  0.029
8 C -0.324 4.394 0.699  0.001
9 C 0.581 4.045 -0.472  0.002
10 N 1.606 3.055 -0.130  0.042
11 H 2.119 4.264 1.497  0.000
12 H 3.465 3.956 0.415  0.001
13 H 3.753 1.729 1.186  0.000
14 H 3.532 2.709 2.644  0.002
15 H 2.246 0.526 2.280  0.000
16 H 0.599 1.011 3.636  0.000
17 H 1.860 2.172 4.098  0.001
18 H -0.504 3.051 3.947  0.000
19 H 0.697 3.988 3.072  0.000
20 H -1.225 4.885 0.332  0.000
21 H 0.143 5.067 1.416  0.000
22 H -0.048 3.589 -1.234  0.000
23 H 1.014 4.977 -0.864  0.001
24 H 2.102 2.795 -0.978  -0.001
25 C 0.516 2.975 -3.478  0.000
26 C -0.261 1.726 -3.231  0.006
27 C -1.060 1.159 -4.223  0.003
28 C -1.498 -0.046 -3.712  -0.001
29 C -2.343 -1.046 -4.409  0.000
30 N -0.994 -0.166 -2.470  -0.002
31 N -0.255 0.924 -2.155  0.045
32 B -0.973 -1.497 -1.674  0.000
33 N 0.526 -1.807 -1.443  0.001
34 N 1.403 -0.944 -0.895  0.009
35 C 2.618 -1.482 -0.976  0.001
36 C 3.847 -0.859 -0.424  0.000
37 C 2.528 -2.720 -1.609  0.000
38 C 1.187 -2.891 -1.900  0.000
39 C 0.565 -4.042 -2.600  0.000
40 N -1.790 -1.409 -0.398  0.005
41 N -1.477 -0.489 0.636  0.010
42 C -2.707 -0.299 1.391  -0.024
43 C -2.763 0.474 2.654  -0.003
44 C -3.666 -1.117 0.828  -0.001
45 C -3.128 -1.775 -0.263  -0.020
46 C -3.801 -2.770 -1.129  -0.003
47 H 0.787 2.991 -4.533  0.000
48 H 1.434 3.023 -2.901  0.000
49 H -0.082 3.868 -3.293  0.000
50 H -1.273 1.572 -5.186  0.001
51 H -2.687 -0.624 -5.351  0.000
52 H -3.206 -1.312 -3.804  0.000
53 H -1.781 -1.955 -4.618  0.000
54 H -1.431 -2.350 -2.341  0.000
55 H 3.585 -0.039 0.236  0.000
56 H 4.482 -0.484 -1.225  0.000
57 H 4.419 -1.605 0.125  0.000
58 H 3.335 -3.389 -1.825  0.000
59 H 1.307 -4.825 -2.727  0.000
60 H 0.209 -3.741 -3.584  0.000
61 H -0.280 -4.435 -2.040  0.000
62 H -1.809 0.953 2.853  0.000
63 H -3.014 -0.172 3.501  -0.001
64 H -3.535 1.243 2.590  -0.001
65 H -4.669 -1.216 1.195  0.000
66 H -4.732 -3.083 -0.661  0.000
67 H -3.172 -3.642 -1.300  -0.001
68 H -4.037 -2.343 -2.106  -0.001
69 C 1.146 -2.684 1.680  0.000
70 C -0.117 -1.959 2.167  -0.007
71 C -1.282 -2.952 2.128  -0.003
72 C 0.111 -1.548 3.637  0.002
73 N -0.333 -0.759 1.372  -0.061
74 H 1.377 -3.500 2.358  0.000
75 H 1.997 -2.010 1.636  0.000
76 H 0.976 -3.096 0.692  0.000
77 H -0.995 -3.847 2.674  0.000
78 H -1.520 -3.245 1.109  0.000
79 H -2.171 -2.539 2.596  0.000
80 H 0.084 -2.435 4.264  0.000
81 H -0.676 -0.877 3.972  0.000
82 H 1.082 -1.074 3.768  0.000